(1)
Entry from OMol25: a molecular structure, C29H35N5O5S (ωB97M-V/def2-TZVPD).

Last column: Mulliken charge in e.
Geometry (Å):
C  -5.920  -4.612  -0.260  -1.053
C  -4.536  -5.245  -0.366  -0.391
O  -3.632  -4.743  0.597  -0.472
C  -3.083  -3.510  0.436  0.824
C  -2.299  -3.059  1.501  -0.935
C  -1.674  -1.834  1.440  -0.010
C  -1.791  -1.020  0.314  -0.855
C  -2.581  -1.467  -0.736  -0.284
C  -3.224  -2.692  -0.679  -0.872
H  -3.829  -2.992  -1.520  0.406
H  -2.734  -0.840  -1.600  0.539
C  -1.055  0.293  0.307  -0.220
N  0.281  0.217  -0.306  0.181
C  1.258  0.927  0.305  1.212
O  1.012  1.566  1.338  -0.913
C  2.622  0.968  -0.209  0.245
C  3.718  1.214  0.623  -0.254
N  3.694  1.351  1.954  -0.164
H  2.800  1.494  2.396  0.250
H  4.572  1.562  2.408  0.237
C  4.919  1.250  -0.154  0.468
N  4.755  1.111  -1.452  -0.606
S  3.204  0.881  -1.840  -0.100
C  6.257  1.452  0.431  0.314
O  6.436  1.614  1.628  -0.726
N  7.259  1.428  -0.470  -0.311
H  7.040  1.324  -1.446  0.248
H  8.205  1.585  -0.170  0.242
C  0.450  -0.624  -1.466  -1.282
H  -0.514  -0.678  -1.975  0.603
H  1.160  -0.165  -2.155  0.727
C  0.915  -2.054  -1.116  -0.562
C  2.199  -2.045  -0.338  0.040
C  2.180  -1.918  1.045  0.051
C  3.365  -1.828  1.753  -1.160
C  4.578  -1.860  1.089  -0.299
C  4.620  -2.007  -0.291  0.842
C  3.423  -2.104  -0.989  -0.587
H  3.448  -2.216  -2.065  0.383
C  5.923  -2.052  -1.030  -1.777
H  6.753  -1.821  -0.367  0.378
H  6.082  -3.042  -1.455  0.464
H  5.916  -1.333  -1.848  0.317
H  5.499  -1.768  1.646  0.354
H  3.344  -1.723  2.828  0.410
H  1.234  -1.892  1.565  0.437
H  0.134  -2.546  -0.534  0.054
H  1.043  -2.596  -2.054  0.642
H  -0.879  0.581  1.351  1.055
C  -1.780  1.469  -0.378  -0.147
O  -2.588  1.359  -1.278  -0.667
N  -1.369  2.652  0.112  0.247
H  -0.652  2.665  0.828  0.128
C  -1.865  3.913  -0.379  -1.186
H  -2.437  3.708  -1.286  0.351
H  -1.029  4.576  -0.623  0.340
C  -2.765  4.616  0.660  0.305
C  -4.079  3.863  0.877  -0.473
H  -4.499  4.124  1.849  0.397
C  -4.949  4.412  -0.255  -0.642
H  -4.835  3.797  -1.147  0.246
C  -4.376  5.819  -0.484  -0.576
H  -5.027  6.600  -0.077  0.323
O  -3.138  5.901  0.209  -0.502
H  -4.214  6.025  -1.549  0.289
H  -6.003  4.443  0.010  0.420
H  -3.950  2.785  0.821  0.159
H  -2.195  4.752  1.586  0.399
H  -1.085  -1.500  2.282  0.420
H  -2.202  -3.692  2.369  0.436
H  -4.129  -5.127  -1.378  0.319
H  -4.599  -6.314  -0.145  0.318
H  -6.321  -4.770  0.738  0.309
H  -6.588  -5.068  -0.985  0.359
H  -5.874  -3.542  -0.445  0.340

Computed properties:
Spin multiplicity = 1
Total charge = 0
Relative energy (zero: lowest compared OMol25 entry of this formula, charge and spin) = 0.0000 eV
HOMO level = -8.2 eV
Largest force on an atom = 1.0 eV/Å



(2)
Entry from OMol25: a molecular structure, C29H35N7P2Zn at a distorted geometry (ωB97M-V/def2-TZVPD).

Last column: Mulliken charge in e.
Geometry (Å):
Zn  0.041  2.260  -0.028  0.133
C  -1.738  1.686  -3.305  -0.512
C  -1.769  0.377  -3.026  0.120
C  -0.897  -0.639  -3.732  -0.897
C  0.579  -0.219  -3.964  -1.343
C  1.163  0.567  -2.812  0.514
C  0.867  1.833  -2.482  1.006
C  0.479  2.856  -3.484  -0.907
C  -0.780  2.391  -4.247  -0.896
C  1.154  2.100  2.292  -1.236
H  -2.448  2.376  -2.862  0.256
H  -2.620  -0.040  -2.478  0.620
H  -1.423  -0.841  -4.701  0.470
H  -0.893  -1.614  -3.182  0.269
H  1.139  -1.162  -4.082  0.467
H  0.680  0.286  -4.936  0.433
H  1.910  -0.005  -2.239  0.468
H  1.014  2.268  -1.450  -0.731
H  1.343  3.057  -4.141  0.307
H  0.204  3.781  -2.966  0.299
H  -1.318  3.295  -4.588  0.516
H  -0.505  1.792  -5.147  0.264
H  0.452  2.607  2.972  0.422
H  2.115  2.665  2.246  0.473
H  1.412  1.110  2.715  0.206
P  1.395  -0.363  0.850  1.043
P  -1.459  -1.272  1.404  -0.192
N  2.857  0.697  -0.039  0.903
N  2.610  -1.516  1.368  0.631
N  -2.249  0.227  0.803  0.226
N  -2.923  -2.170  1.650  0.472
C  0.604  -1.333  -0.474  0.848
C  -0.746  -1.999  -0.139  -1.071
C  2.878  2.080  -0.064  -0.786
C  4.028  2.570  -0.630  -1.206
C  4.782  1.441  -1.033  -0.871
C  4.047  0.309  -0.661  -0.643
C  3.503  -1.197  2.415  -0.600
C  4.291  -2.310  2.686  -0.608
C  3.880  -3.355  1.790  -0.661
C  2.863  -2.835  0.995  -0.427
C  -1.789  1.565  1.126  -0.866
C  -2.558  2.441  0.299  -0.662
C  -3.288  1.667  -0.610  -0.951
C  -3.075  0.333  -0.296  -0.252
C  -3.961  -2.486  0.761  -0.033
C  -5.022  -3.023  1.484  -0.879
C  -4.621  -3.066  2.859  -0.554
C  -3.351  -2.527  2.939  -0.403
H  1.325  -2.025  -0.915  1.059
H  0.375  -0.618  -1.265  -2.543
H  -1.412  -1.883  -1.005  0.377
H  -0.665  -3.096  -0.083  0.429
H  2.142  2.725  0.430  0.798
H  4.217  3.630  -0.729  0.482
H  5.748  1.508  -1.520  0.449
H  4.358  -0.720  -0.720  0.458
H  3.446  -0.217  2.852  0.428
H  5.055  -2.345  3.444  0.445
H  4.290  -4.355  1.756  0.456
H  2.293  -3.319  0.227  0.404
H  -1.578  1.685  2.189  0.817
H  -2.480  3.523  0.315  0.662
H  -3.845  2.039  -1.465  0.831
H  -3.479  -0.513  -0.825  0.472
H  -3.859  -2.322  -0.296  0.367
H  -5.967  -3.348  1.079  0.429
H  -5.180  -3.455  3.692  0.448
H  -2.681  -2.357  3.765  0.345
N  -0.871  0.229  3.652  -0.249
C  -0.899  -0.257  4.719  0.316
N  -0.896  -0.916  5.811  -0.722
C  -1.071  -0.350  6.977  0.453
N  -1.223  0.092  8.058  -0.588

Computed properties:
Spin multiplicity = 1
Total charge = 0
Relative energy (zero: lowest compared OMol25 entry of this formula, charge and spin) = 6.8777 eV
HOMO level (alpha / beta) = -7.1 / -7.1 eV
Largest force on an atom = 3.5 eV/Å



(3)
Entry from OMol25: a molecular structure, C29H36AsNOPSiY (ωB97M-V/def2-TZVPD).

Last column: Mulliken charge in e.
Geometry (Å):
Y  0.117  -1.239  -0.241  1.063
N  2.630  -0.594  0.687  0.004
C  3.304  0.663  0.373  -0.149
C  4.682  0.765  0.455  -0.595
C  5.308  1.970  0.158  -0.676
C  4.553  3.075  -0.204  -0.797
C  3.171  2.978  -0.276  -0.787
C  2.540  1.770  0.004  0.422
P  0.758  1.544  -0.141  0.810
C  -0.001  3.085  -0.660  0.668
C  -0.564  3.979  0.247  -0.234
C  -1.128  5.158  -0.217  -0.744
C  -1.114  5.451  -1.575  -0.433
C  -0.544  4.563  -2.479  -0.851
C  0.004  3.374  -2.026  -0.303
C  0.190  1.185  1.554  0.400
C  -1.151  0.809  1.683  0.094
C  -1.662  0.431  2.921  -0.775
C  -0.839  0.437  4.037  -0.911
C  0.492  0.829  3.920  -0.716
C  1.011  1.195  2.687  -0.986
H  3.222  -1.358  0.386  0.172
H  2.553  -0.680  1.699  0.283
H  5.273  -0.091  0.760  0.476
H  6.385  2.044  0.218  0.417
H  5.040  4.015  -0.429  0.456
H  2.579  3.840  -0.558  0.491
H  -0.576  3.756  1.307  0.434
H  -1.573  5.852  0.483  0.456
H  -1.549  6.375  -1.931  0.422
H  -0.537  4.793  -3.537  0.423
H  0.430  2.672  -2.735  0.418
H  -1.824  0.872  0.828  0.536
H  -2.706  0.157  3.004  0.549
H  -1.235  0.154  5.004  0.452
H  1.124  0.862  4.798  0.466
H  2.042  1.524  2.610  0.624
C  -3.512  -2.775  0.958  -1.165
Si  -2.705  -1.883  -0.506  0.463
C  -3.314  -2.768  -2.064  -1.215
C  -3.414  -0.120  -0.516  0.046
C  -4.247  0.363  0.496  -0.058
C  -4.607  1.704  0.555  -0.764
C  -4.132  2.599  -0.396  -0.543
C  -3.312  2.142  -1.419  -0.736
C  -2.957  0.801  -1.468  -0.090
H  -4.599  -2.801  0.848  0.364
H  -3.280  -2.309  1.919  0.335
H  -3.166  -3.810  1.021  0.325
H  -4.405  -2.832  -2.057  0.346
H  -2.917  -3.785  -2.131  0.298
H  -3.017  -2.245  -2.976  0.368
H  -4.632  -0.316  1.249  0.515
H  -5.265  2.052  1.342  0.451
H  -4.411  3.644  -0.347  0.446
H  -2.954  2.830  -2.175  0.530
H  -2.325  0.460  -2.288  0.377
C  2.662  -5.057  0.855  -1.066
As  2.113  -4.412  -0.855  0.613
C  0.930  -5.647  -1.694  -1.070
C  3.626  -4.030  -1.964  -1.078
O  1.269  -2.942  -0.630  -0.752
H  3.270  -5.950  0.710  0.416
H  1.785  -5.307  1.448  0.379
H  3.256  -4.298  1.359  0.353
H  1.456  -6.588  -1.855  0.430
H  0.609  -5.238  -2.649  0.377
H  0.069  -5.809  -1.049  0.369
H  3.803  -4.874  -2.629  0.418
H  4.508  -3.868  -1.347  0.373
H  3.413  -3.144  -2.556  0.365

Computed properties:
Spin multiplicity = 1
Total charge = +2
Relative energy (zero: lowest compared OMol25 entry of this formula, charge and spin) = 1.3381 eV
HOMO level = -12.4 eV
Largest force on an atom = 0.5 eV/Å